Below is a cluster of 2 separate species, C5H14B3Br2NO3 in total in a non-equilibrium geometry, with properties calculated with ωB97M-V/def2-TZVPD.

Results
**E**: -155162.127 eV
**SMILES**: NCCCB1OBOBO1.BrCCBr
**E_LUMO**: 0.17 eV
**Molar mass**: 328.4 g mol⁻¹
**Orbital gap**: 9.7 eV

CARTESIAN COORDINATES (ANGSTROEM)
Br1 3.29 2.91 -0.86
Br2 1.76 0.30 -2.97
O1 -3.29 0.26 2.17
O2 -4.53 -1.57 0.73
O3 -3.65 0.53 -0.34
N1 0.24 -2.11 0.69
C1 0.91 -0.72 0.81
C2 -0.15 0.32 1.58
C3 -1.18 1.06 0.53
C4 3.61 0.88 -2.86
C5 4.01 1.19 -1.43
B1 -2.74 0.62 0.85
B2 -3.87 -0.95 -0.47
B3 -3.84 -1.12 1.98
H1 1.88 -0.77 1.49
H2 0.54 1.18 2.02
H3 5.09 1.29 -1.34
H4 4.20 0.04 -3.24
H5 -0.42 -2.02 -0.15
H6 1.18 -0.35 -0.28
H7 3.66 0.44 -0.71
H8 -0.74 -0.24 2.44
H9 -1.05 2.22 0.45
H10 -3.49 -1.58 -1.40
H11 -3.81 -1.94 2.86
H12 3.72 1.73 -3.53
H13 -0.93 0.62 -0.55
H14 -0.39 -2.21 1.52


Below is a cluster of 11 separate species, C46H95NO10 in total in a non-equilibrium geometry, with properties calculated with ωB97M-V/def2-TZVPD.

Results
**E**: -71202.625 eV
**SMILES**: CCN(CC)CC.C1CCOC1.C1CCOC1.C1CCOC1.C1CCOC1.C1CCOC1.C1CCOC1.C1CCOC1.C1CCOC1.C1CCOC1.C1CCOC1
**Energy above the lowest of the compared OMol25 structures with the same formula, charge and spin**: 0.00 kcal per mole
**E_LUMO**: 0.22 eV
**Molar mass**: 822.3 g mol⁻¹
**Orbital gap**: 8.9 eV

CARTESIAN COORDINATES (ANGSTROEM)
O1 9.16 -34.50 3.32
O2 0.50 -33.72 3.56
O3 -1.32 -26.46 -0.78
O4 9.45 -25.93 -3.34
O5 1.10 -22.42 -0.90
O6 9.02 -30.29 -5.29
O7 2.79 -31.64 6.45
O8 3.30 -31.05 -4.19
O9 5.73 -23.31 -0.47
O10 5.70 -24.52 -5.46
N1 4.13 -28.98 -0.21
C1 5.56 -25.81 -6.01
C2 5.56 -29.43 -2.19
C3 8.45 -26.43 -2.47
C4 4.14 -29.33 -1.63
C5 2.16 -33.15 1.96
C6 8.02 -32.45 3.77
C7 4.66 -30.06 0.62
C8 5.51 -26.76 -4.82
C9 3.53 -33.32 -4.58
C10 10.22 -30.90 -4.80
C11 -2.53 -28.34 -0.08
C12 -1.21 -22.55 -1.38
C13 4.07 -23.52 1.26
C14 4.95 -29.58 2.06
C15 8.34 -32.15 -3.97
C16 2.81 -28.55 0.19
C17 9.79 -32.33 -4.43
C18 5.12 -24.47 -4.15
C19 4.79 -30.50 6.23
C20 5.06 -31.80 6.98
C21 4.82 -25.93 -3.75
C22 -0.08 -21.60 -0.99
C23 -2.47 -26.82 0.00
C24 4.47 -22.80 -0.04
C25 2.50 -32.47 3.27
C26 1.46 -32.96 4.29
C27 0.69 -33.53 2.14
C28 -0.98 -27.54 -1.65
C29 -2.16 -28.52 -1.54
C30 10.48 -27.36 -1.74
C31 1.97 -31.57 -4.15
C32 3.27 -30.33 6.41
C33 2.10 -33.11 -4.05
C34 -0.44 -23.57 -2.22
C35 5.18 -24.59 1.40
C36 10.62 -26.70 -3.13
C37 7.43 -33.13 2.53
C38 2.59 -27.09 -0.18
C39 7.98 -30.72 -4.41
C40 9.21 -26.69 -1.19
C41 8.48 -34.15 2.14
C42 4.24 -32.10 -4.03
C43 9.11 -33.41 4.24
C44 5.79 -24.63 0.01
C45 3.69 -32.44 7.23
C46 0.82 -23.74 -1.40
H1 2.73 -34.06 1.75
H2 6.51 -27.03 -4.47
H3 3.64 -33.45 6.82
H4 9.48 -25.76 -0.69
H5 10.09 -32.92 4.32
H6 5.59 -31.59 7.91
H7 0.44 -34.49 1.70
H8 3.37 -26.47 0.24
H9 -1.82 -29.53 -1.80
H10 -3.51 -28.74 0.17
H11 5.76 -30.23 2.39
H12 4.04 -29.64 2.65
H13 -0.20 -23.14 -3.20
H14 6.84 -24.95 0.05
H15 7.26 -32.38 1.74
H16 -2.94 -28.28 -2.26
H17 11.35 -27.21 -1.11
H18 2.81 -29.81 5.57
H19 1.69 -24.08 -1.98
H20 4.65 -25.91 -6.62
H21 3.92 -30.88 0.62
H22 3.93 -34.30 -4.33
H23 2.64 -27.00 -1.27
H24 8.15 -32.27 -2.90
H25 5.40 -29.65 6.54
H26 5.00 -30.65 5.17
H27 3.12 -24.03 1.11
H28 6.41 -26.04 -6.65
H29 5.58 -30.44 0.20
H30 2.24 -32.55 1.05
H31 10.52 -30.36 -3.90
H32 7.67 -32.86 -4.46
H33 5.01 -27.72 -4.97
H34 -1.67 -23.02 -0.51
H35 8.89 -33.85 5.21
H36 2.00 -33.38 -3.00
H37 4.19 -23.89 -4.12
H38 4.06 -22.86 2.12
H39 5.14 -26.16 -2.73
H40 5.59 -29.40 -3.28
H41 1.44 -31.26 -5.05
H42 0.96 -32.10 4.74
H43 3.43 -33.19 -5.66
H44 10.30 -28.43 -1.87
H45 6.13 -28.56 -1.85
H46 2.74 -28.64 1.28
H47 7.70 -25.64 -2.36
H48 -3.34 -26.36 -0.47
H49 7.06 -30.56 -4.97
H50 7.95 -30.03 -3.55
H51 4.80 -25.58 1.65
H52 6.47 -33.61 2.74
H53 10.46 -32.64 -3.62
H54 3.36 -32.44 8.27
H55 7.28 -32.24 4.54
H56 -0.87 -27.24 -2.69
H57 10.70 -27.47 -3.91
H58 1.44 -31.18 -3.28
H59 -1.04 -24.47 -2.41
H60 11.52 -26.09 -3.21
H61 10.94 -30.89 -5.61
H62 3.75 -22.92 -0.87
H63 1.36 -33.65 -4.63
H64 5.16 -31.89 -4.57
H65 -2.32 -26.51 1.04
H66 2.36 -31.39 3.10
H67 4.46 -32.20 -2.96
H68 -1.77 -28.80 0.55
H69 5.86 -23.97 -3.52
H70 0.00 -32.73 1.86
H71 8.03 -35.04 1.69
H72 3.53 -32.53 3.64
H73 1.92 -33.56 5.06
H74 9.85 -33.03 -5.25
H75 8.71 -27.33 -0.46
H76 7.97 -27.31 -2.91
H77 3.04 -29.72 7.30
H78 5.36 -28.58 2.07
H79 -0.04 -27.99 -1.30
H80 0.69 -24.40 -0.54
H81 5.95 -24.30 2.12
H82 -0.25 -21.13 -0.02
H83 2.00 -29.19 -0.22
H84 8.37 -31.44 3.53
H85 3.68 -28.54 -2.21
H86 5.30 -25.36 -0.65
H87 3.61 -30.27 -1.82
H88 6.13 -30.29 -1.83
H89 -1.96 -22.07 -2.00
H90 1.63 -26.69 0.15
H91 9.12 -33.77 1.32
H92 4.49 -21.71 0.07
H93 5.72 -32.46 6.42
H94 0.11 -20.82 -1.73
H95 3.74 -26.09 -3.75


Below is a cluster of 8 separate species, C28H40N8O3S2 in total in a non-equilibrium geometry, with properties calculated with ωB97M-V/def2-TZVPD.

Results
**E**: -69407.664 eV
**E_LUMO**: 0.12 eV
**Molar mass**: 600.8 g mol⁻¹
**Orbital gap**: 7.3 eV

CARTESIAN COORDINATES (ANGSTROEM)
S1 0.80 2.07 1.51
S2 -2.00 0.41 4.60
O1 -0.92 -0.80 4.95
O2 -3.24 -0.07 3.94
O3 -2.40 1.07 5.86
N1 -3.20 9.65 0.16
N2 -1.58 -0.49 -5.34
N3 4.88 -3.93 1.65
N4 4.01 1.75 2.03
N5 3.35 -3.43 -1.54
N6 -4.53 5.07 3.11
N7 0.87 -4.88 -1.46
N8 -0.49 -1.34 -6.27
C1 -1.06 1.59 3.49
C2 -3.34 8.54 0.46
C3 -0.32 -0.59 0.36
C4 -5.13 2.67 4.02
C5 0.27 -1.08 -2.65
C6 2.20 -1.33 0.90
C7 3.36 -3.85 -2.65
C8 0.15 -1.68 -7.20
C9 -0.76 -0.35 1.85
C10 -0.18 -4.58 -1.07
C11 -1.07 -0.60 -2.17
C12 -1.87 0.68 -5.35
C13 -3.51 7.11 0.86
C14 -2.19 2.13 -5.37
C15 4.05 2.87 2.34
C16 -1.37 -0.37 -0.72
C17 -4.80 4.02 3.51
C18 1.03 -1.04 -0.11
C19 3.39 -4.36 -4.04
C20 0.04 0.79 2.63
C21 1.08 0.23 3.73
C22 4.11 -4.65 1.18
C23 0.95 -2.12 -8.38
C24 1.33 -1.28 -1.58
C25 4.11 4.31 2.73
C26 3.11 -5.58 0.56
C27 0.36 -0.13 5.12
C28 -1.53 -4.20 -0.58
H1 -1.45 -3.33 0.08
H2 -3.81 7.05 1.90
H3 1.86 1.01 3.96
H4 1.14 -1.26 -9.03
H5 3.49 4.90 2.06
H6 -1.84 -0.01 1.81
H7 0.39 -2.87 -8.94
H8 0.47 -1.28 -3.74
H9 5.14 4.66 2.68
H10 -4.22 2.10 4.18
H11 0.21 0.77 5.78
H12 -5.76 2.14 3.30
H13 2.35 -1.65 -1.96
H14 3.36 -3.53 -4.74
H15 -1.81 2.14 2.85
H16 4.31 -4.93 -4.21
H17 1.89 -2.54 -8.05
H18 3.61 -6.26 -0.13
H19 2.53 -5.01 -4.22
H20 2.63 -6.17 1.35
H21 3.10 -1.66 0.31
H22 3.74 4.43 3.75
H23 2.50 -0.44 1.53
H24 -1.97 -5.03 -0.03
H25 1.59 -0.72 3.40
H26 -5.67 2.75 4.97
H27 0.41 3.29 2.06
H28 -2.85 2.38 -4.54
H29 -1.90 -0.45 -2.93
H30 -2.17 -3.94 -1.42
H31 1.91 -2.21 1.57
H32 -2.40 -0.04 -0.39
H33 -4.28 6.65 0.24
H34 -2.69 2.39 -6.31
H35 2.35 -5.01 0.03
H36 -0.76 -1.31 2.46
H37 -1.27 2.72 -5.29
H38 -0.57 2.33 4.20
H39 -2.58 6.57 0.72
H40 1.05 -0.86 5.67


Below is a structure of composition C12H15BeF9N4O18 in a non-equilibrium geometry, with properties calculated with ωB97M-V/def2-TZVPD.

Results
**E**: -80344.778 eV
**Charge**: -2
**Energy above the lowest of the compared OMol25 structures with the same formula, charge and spin**: 94.13 kcal per mole
**E_LUMO**: 3.78 eV
**Molar mass**: 683.3 g mol⁻¹
**Orbital gap**: 5.6 eV

CARTESIAN COORDINATES (ANGSTROEM)
F1 -1.49 -3.52 -2.64
F2 0.47 -0.37 -4.46
F3 -3.21 -2.73 -1.70
F4 -5.57 0.10 1.88
F5 -4.33 -1.34 0.81
F6 -2.50 -4.64 -1.08
F7 -4.67 0.61 -0.09
F8 0.97 -2.27 -3.59
F9 2.20 -1.26 -5.18
O1 -2.09 1.91 -1.78
O2 -2.03 1.99 -3.83
O3 1.53 -0.32 -1.83
O4 0.44 3.30 -3.74
O5 -0.91 -1.60 -0.60
O6 2.47 1.71 1.41
O7 1.21 4.62 -2.32
O8 -0.28 3.29 0.73
O9 0.87 4.48 2.03
O10 2.43 0.96 3.34
O11 3.49 -0.31 -2.91
O12 1.02 0.27 1.84
O13 -1.42 0.26 -2.74
O14 1.11 2.60 -1.89
O15 -2.05 0.32 1.29
O16 -0.79 -3.72 0.37
O17 -0.17 5.42 0.50
O18 -3.35 1.08 3.00
N1 0.06 4.40 1.15
N2 1.95 0.98 2.20
N3 0.89 3.49 -2.67
N4 -1.86 1.37 -2.78
C1 -3.14 0.53 1.80
C2 -4.49 -0.03 1.09
C3 2.19 -0.52 -2.81
C4 -1.88 0.69 4.89
C5 5.77 0.20 -2.50
C6 0.21 -3.53 1.30
C7 4.37 0.01 -1.92
C8 -2.26 1.60 3.75
C9 -2.15 -3.43 -1.52
C10 -0.50 -3.20 2.62
C11 -1.19 -2.80 -0.53
C12 1.48 -1.12 -4.08
Be1 -0.17 0.89 -0.30
H1 6.18 -0.69 -2.98
H2 -1.09 1.08 5.53
H3 4.52 -0.79 -1.19
H4 0.21 -3.02 3.43
H5 -1.02 -4.13 2.84
H6 5.66 0.98 -3.26
H7 -1.25 -2.42 2.47
H8 -2.55 2.56 4.18
H9 0.97 -2.81 0.97
H10 -2.74 0.34 5.46
H11 -1.36 1.85 3.18
H12 0.65 -4.53 1.32
H13 4.12 0.90 -1.34
H14 6.46 0.52 -1.72
H15 -1.39 -0.23 4.57